Entry 1:
This record from the Open Molecules 2025 dataset describes a structure of composition C32H30MnN3O7S2. The level of theory is ωB97M-V with the def2-TZVPD basis set.

For the LUMO energy (alpha / beta), the calculation gives 2.2 / 2.2 eV. Its molar mass is 687.68 g mol⁻¹. The calculation puts the highest occupied orbital energy (alpha / beta) at -5.43 / -5.53 eV. Its energy above the lowest of the compared OMol25 structures with the same formula, charge and spin is 0.0227 eV.

Structure (ORCA input):
```
! wB97M-V def2-TZVPD RIJCOSX def2/J DEFGRID3
* xyz -1 6
C -0.51 1.06 2.45
C -1.14 4.29 1.79
C 0.49 6.54 1.68
H 1.13 8.34 0.69
C 1.68 1.44 -3.26
H -6.48 3.01 -1.48
H -0.11 6.00 -3.70
O 1.16 -1.30 -0.61
C -0.70 4.60 -2.19
C -6.65 1.79 -3.24
C 0.15 4.18 1.29
H 3.15 1.45 -4.88
C -0.34 1.39 3.81
H -1.78 2.32 -5.13
C -4.62 2.10 -1.99
C -3.97 1.25 -2.88
C 1.94 -0.40 -4.76
C -1.62 5.51 2.26
H -6.53 0.50 -4.95
C 1.46 -0.69 -3.33
H -4.12 0.01 -4.62
C 2.56 1.69 -0.90
H -2.52 1.10 -0.53
O 3.27 -2.01 -0.58
H -0.94 2.16 4.26
H -7.70 2.00 -3.38
H 2.11 -0.87 4.49
H 1.21 8.43 2.45
C 1.13 -0.59 2.60
O -3.14 3.05 0.69
C 2.36 -1.33 -1.04
C -0.80 6.63 2.20
H 1.96 5.21 0.86
C -0.94 4.22 -4.56
S -2.24 2.89 1.83
C 2.76 1.01 -2.26
H 0.53 3.24 0.92
H -0.82 4.56 -5.58
S -2.23 0.88 -2.69
H 2.42 7.50 1.55
C 1.36 7.77 1.60
H 3.55 -0.98 -2.75
H 1.68 -1.34 2.05
H 2.85 -0.94 -5.00
C -0.55 5.03 -3.50
N 0.22 0.08 1.90
H -1.18 7.58 2.56
N -1.35 1.63 1.53
H 3.76 1.30 -2.60
H 1.28 2.43 -3.09
H -1.35 3.00 -0.91
C 2.63 -0.56 -2.34
O 0.65 0.46 -3.05
C -5.96 2.36 -2.18
C -1.49 2.97 -4.31
C -4.65 0.67 -3.94
H -0.39 5.22 -1.36
O -2.88 2.91 3.13
H 1.48 1.65 -5.41
H -4.08 2.53 -1.15
C -1.63 2.55 -2.99
C 0.61 0.69 4.53
O 1.33 1.81 -0.51
H 0.76 0.94 5.58
N -2.02 0.49 -1.18
H 1.17 -0.68 -5.48
Mn -0.05 0.32 -0.28
C -1.25 3.35 -1.93
H -2.61 5.57 2.67
C -6.00 0.94 -4.13
C 0.95 5.31 1.25
O 3.53 2.12 -0.30
C 1.36 -0.32 3.94
C 2.13 1.14 -4.70
H 0.86 -1.59 -3.20
*
```

Mulliken population analysis, charges in e, atoms 1 to 2: 0.771, 0.796



Entry 2:
This record from the Open Molecules 2025 dataset describes a structure of composition C32H30N2S4SrTe. The level of theory is ωB97M-V with the def2-TZVPD basis set.

For the LUMO energy, the calculation gives 3.8 eV. Its molar mass is 786.09 g mol⁻¹. The calculation puts the highest occupied orbital energy at -0.98 eV. Its energy above the lowest of the compared OMol25 structures with the same formula, charge and spin is 0.2080 eV.

Structure (ORCA input):
```
! wB97M-V def2-TZVPD RIJCOSX def2/J DEFGRID3
* xyz -2 1
C 1.31 1.24 -3.13
H -6.74 0.65 0.77
C -1.28 2.79 1.59
H -3.62 -1.25 -1.47
H 0.81 1.73 2.81
C -3.39 0.55 1.38
C -5.27 -0.37 -0.44
H 4.46 -0.93 -2.56
N -0.90 2.00 -2.45
C -2.02 2.78 -2.59
C -2.17 3.72 -3.64
C -3.33 4.54 -3.68
C 2.43 1.40 -3.95
N -1.13 1.43 2.07
S -0.35 -4.10 1.93
C 4.19 -0.22 3.42
C -0.07 2.95 -4.48
H -3.43 5.27 -4.48
Sr -0.43 -0.54 -0.32
C 5.79 -3.40 4.82
C 4.56 -1.67 3.66
C -5.69 0.41 0.63
H -1.66 3.47 2.38
H 4.44 0.77 -4.39
H -4.95 3.33 -0.96
H -1.24 4.43 -5.45
C -4.30 4.41 -2.73
C 2.45 -0.45 -1.92
H -2.96 1.89 -0.87
S -1.39 -4.21 0.16
Te 3.39 -0.16 1.43
C -4.74 0.86 1.55
H 5.35 -5.42 4.24
H -0.47 1.99 4.02
C -2.43 0.89 2.50
C -2.90 -0.18 0.27
C 1.28 0.32 -2.08
S -0.39 -2.11 2.49
C -0.16 1.37 3.16
S -0.27 -3.32 -1.32
H -2.91 1.59 3.21
C 3.58 -0.32 -2.73
C -3.91 -0.64 -0.61
H -5.06 1.44 2.41
H -0.04 0.34 3.50
H -6.00 -0.76 -1.14
H 2.48 -1.22 -1.14
H -5.18 5.04 -2.77
C 4.20 -3.99 3.11
C 3.57 0.63 -3.75
C 0.07 2.08 -3.34
H -0.32 3.18 1.24
H 6.00 -1.29 5.21
H -2.22 -0.04 3.04
H 3.67 -4.74 2.53
H 3.41 0.09 4.12
C -3.06 2.65 -1.63
H 2.98 -2.80 0.93
C 2.94 -2.20 1.84
H 2.45 2.15 -4.75
H 5.04 0.45 3.54
H 0.69 2.96 -5.25
H 6.54 -3.69 5.56
C 5.13 -4.37 4.08
C 3.93 -2.64 2.88
H 1.91 -2.25 2.22
C -4.17 3.44 -1.70
C 5.50 -2.05 4.62
C -1.14 3.76 -4.61
H -1.98 2.81 0.75
*
```

Mulliken population analysis, charges in e, atoms 1 to 2: 1.116, 0.330



Entry 3:
This record from the Open Molecules 2025 dataset describes a structure of composition C32H31BBrN8O5Ti in a non-equilibrium geometry. The level of theory is ωB97M-V with the def2-TZVPD basis set.

For the LUMO energy (alpha / beta), the calculation gives -0.2 / -0.2 eV. Its molar mass is 746.23 g mol⁻¹. The calculation puts the highest occupied orbital energy (alpha / beta) at -6.32 / -8.07 eV. Its energy above the lowest of the compared OMol25 structures with the same formula, charge and spin is 1.3235 eV.

Structure (ORCA input):
```
! wB97M-V def2-TZVPD RIJCOSX def2/J DEFGRID3
* xyz 0 2
C 6.05 10.67 10.05
C 9.26 10.34 20.65
C 8.15 6.58 10.41
C 4.86 5.70 19.06
N 12.66 8.49 19.16
C 8.65 5.32 10.67
H 5.02 9.26 16.86
O 9.76 6.70 17.04
H 5.54 7.87 16.03
C 8.13 7.06 9.06
N 11.68 7.62 18.76
H 4.60 13.02 14.28
H 3.88 5.16 18.91
C 6.47 9.68 10.95
H 11.67 10.96 14.04
C 5.67 11.02 12.84
H 8.41 9.83 20.93
C 6.14 9.78 12.33
H 9.71 3.61 9.84
N 7.48 8.32 9.07
N 7.50 7.54 11.23
H 12.87 6.31 21.59
C 10.44 10.00 15.63
C 12.61 6.82 20.69
C 10.94 11.70 20.30
H 4.61 7.13 17.38
H 5.44 4.47 20.73
C 5.93 8.78 16.43
H 11.00 5.78 19.42
O 6.31 8.75 13.16
O 8.65 7.34 19.48
C 5.22 6.77 18.23
N 10.09 9.74 19.77
H 10.49 5.14 15.82
B 12.38 10.06 18.76
C 6.89 8.41 17.52
H 9.41 4.45 7.42
C 9.83 6.06 15.76
H 8.78 5.79 15.50
Br 4.80 13.03 9.33
H 5.60 12.51 15.73
H 10.29 6.73 15.01
O 8.06 8.99 17.53
H 13.56 11.01 16.23
C 7.42 6.83 19.36
H 13.24 10.77 19.15
Ti 9.72 8.23 18.11
H 9.38 12.36 21.72
H 7.23 8.92 8.31
H 8.57 6.79 7.01
H 6.19 10.44 8.97
C 5.51 11.83 10.57
C 5.73 5.30 20.04
H 6.31 9.46 15.67
N 10.70 9.56 16.87
H 9.53 9.73 15.18
C 11.64 6.60 19.68
C 7.00 5.86 20.23
H 14.13 8.52 20.65
C 5.26 12.02 11.95
H 11.67 12.52 20.29
C 9.13 5.07 8.29
N 11.96 10.05 17.22
C 12.56 10.60 16.17
C 5.58 12.57 14.62
H 6.76 8.06 12.53
N 11.12 10.63 19.52
C 8.60 6.34 8.02
H 6.48 13.07 14.25
C 11.56 10.66 15.10
C 13.25 8.01 20.30
C 6.47 7.39 18.41
O 5.61 11.21 14.17
C 9.22 4.57 9.62
H 7.71 5.43 20.98
H 8.66 4.94 11.69
C 9.76 11.59 21.04
H 4.70 12.87 12.29
C 7.13 8.56 10.39
*
```

Mulliken population analysis, charges in e, atoms 1 to 2: -1.073, -0.311



Entry 4:
This record from the Open Molecules 2025 dataset describes a structure of composition C32H31BrFN6SiZr in a non-equilibrium geometry. The level of theory is ωB97M-V with the def2-TZVPD basis set.

For the LUMO energy, the calculation gives -10.4 eV. Its molar mass is 717.85 g mol⁻¹. The calculation puts the highest occupied orbital energy at -16.23 eV. Its energy above the lowest of the compared OMol25 structures with the same formula, charge and spin is 0.2265 eV.

Structure (ORCA input):
```
! wB97M-V def2-TZVPD RIJCOSX def2/J DEFGRID3
* xyz 3 1
H -1.09 0.62 -1.44
F 0.70 0.26 2.11
H -5.16 3.94 1.06
H 3.95 2.27 -2.72
C -3.14 0.45 -3.20
C 5.57 -2.45 0.76
H -3.52 -1.64 2.31
H -0.02 1.88 4.11
C -2.75 1.80 0.97
H 6.54 -2.92 0.83
C -0.38 -2.91 2.05
H -5.26 3.27 -1.35
C 0.56 1.71 2.05
C -2.83 -3.47 3.20
C 2.00 -0.14 -2.49
H -1.36 -1.14 1.27
Si 1.77 1.66 -1.87
C 0.84 2.22 0.80
H -0.22 -3.42 -1.03
C 0.54 2.51 -2.94
N -2.70 1.37 -0.29
H 0.36 5.44 1.71
H 6.32 -0.56 0.05
C -2.52 -1.96 -3.03
H 1.01 4.08 -0.24
C 0.41 4.36 1.81
C 4.42 -3.16 1.12
H 1.26 -0.39 -3.24
H 1.00 2.67 -3.92
C -2.32 -0.64 -2.64
C -1.32 -0.39 -1.73
H 2.03 -4.15 1.96
C 1.96 -3.17 1.51
H -4.26 2.17 -3.17
H -0.38 1.93 -3.09
H -3.39 0.35 -4.25
H -1.89 -5.23 3.99
C -1.45 -2.05 1.87
C -3.61 1.90 -1.13
H 0.26 3.49 -2.55
C -1.76 -2.98 -2.46
C -0.81 -2.66 -1.52
N 1.15 1.29 -0.23
C 0.11 3.77 3.03
N 3.07 -1.26 0.55
N -3.58 2.69 1.49
N 0.86 -2.52 1.45
C 3.37 2.57 -1.84
H 3.98 2.40 -0.95
C -3.65 1.51 -2.56
H 2.99 -0.26 -2.93
C 3.20 -2.53 1.02
H 4.48 -4.17 1.50
Br -4.48 -3.84 3.98
C -0.53 -4.06 2.82
Zr 0.97 -0.67 0.18
H -3.27 -2.20 -3.77
C 4.18 -0.59 0.21
H -1.91 -4.02 -2.73
H 1.96 -0.96 -1.75
C -2.68 -2.31 2.44
H -2.02 1.37 1.65
C 5.45 -1.15 0.32
C -1.76 -4.34 3.39
N -0.57 -1.37 -1.17
H -0.18 4.37 3.88
H 0.29 -4.75 2.99
C 0.19 2.38 3.17
H 4.04 0.42 -0.14
H 3.20 3.64 -1.92
C -4.47 3.21 0.65
C -4.52 2.84 -0.68
C 0.78 3.60 0.70
*
```

Mulliken population analysis, charges in e, atoms 1 to 2: 0.697, -0.324



Entry 5:
This record from the Open Molecules 2025 dataset describes a structure of composition C32H31ClFeNO5S2 in a non-equilibrium geometry. The level of theory is ωB97M-V with the def2-TZVPD basis set.

For the LUMO energy (alpha / beta), the calculation gives 3.8 / 3.8 eV. Its molar mass is 665.03 g mol⁻¹. The calculation puts the highest occupied orbital energy (alpha / beta) at 0.94 / -1.53 eV. Its energy above the lowest of the compared OMol25 structures with the same formula, charge and spin is 5.5511 eV.

Structure (ORCA input):
```
! wB97M-V def2-TZVPD RIJCOSX def2/J DEFGRID3
* xyz -2 6
C -0.48 2.89 -2.92
O 0.97 -2.98 -1.16
C 1.98 -5.83 3.02
C 2.34 -4.52 2.78
C -1.88 -1.01 1.17
H 2.52 6.58 2.90
H 1.89 3.20 0.31
H 2.47 2.76 -5.28
H -2.86 4.99 -4.13
H -1.61 0.15 3.64
C 1.01 -1.25 -3.09
C -0.75 0.98 -1.36
C -0.10 -5.52 1.88
O 0.19 -3.66 -3.38
Fe -0.46 -1.76 0.09
H 3.56 0.87 -2.46
H -4.26 3.63 -2.62
S 0.37 1.53 2.13
C 2.35 4.93 1.49
C 1.35 0.24 -4.93
C -2.75 -1.18 2.37
C -1.26 2.09 -2.08
C 1.49 4.93 3.72
C 2.41 0.85 -4.27
H 1.30 5.36 4.70
C -0.43 -0.02 -0.74
C -4.22 -1.33 1.93
H 0.42 3.23 4.19
H 3.29 -4.14 3.12
C 0.20 -4.18 1.58
H -0.44 4.53 -4.31
C 1.80 -2.30 1.88
H -2.27 -1.41 0.22
H -1.06 -5.90 1.54
H -0.17 -1.29 -4.87
C 1.12 3.01 2.30
O -0.68 -3.45 0.96
C 0.65 -0.80 -4.35
H -2.95 -2.54 4.07
C 3.16 1.99 -4.91
C 2.75 0.39 -3.00
H 2.63 -1.92 2.51
O 1.26 -1.45 1.08
H 3.75 1.65 -5.76
H -1.29 -2.35 3.45
C -2.34 -2.43 3.17
H -4.34 -2.24 1.34
H 2.30 -1.01 -1.42
C -2.64 0.03 3.31
C -2.41 4.19 -3.56
H 2.88 5.43 0.69
H 0.51 -7.38 2.81
C 2.06 -0.65 -2.41
H -3.29 -0.09 4.18
C -3.20 3.42 -2.71
C -2.63 2.39 -1.98
H 1.06 0.60 -5.92
S 0.18 -2.65 -2.34
H 3.83 2.47 -4.19
C 1.46 -3.65 2.06
C 2.16 5.58 2.73
O -1.19 -2.26 -1.94
H -3.24 1.78 -1.31
H -4.89 -1.38 2.79
H -4.51 -0.48 1.31
C -1.05 3.92 -3.65
Cl 3.11 -6.87 3.89
H -2.93 0.95 2.78
C 0.78 -6.35 2.59
H 0.58 2.68 -3.00
C 1.82 3.69 1.28
N 1.07 3.65 3.54
H -2.44 -3.32 2.55
*
```

Mulliken population analysis, charges in e, atoms 1 to 2: -0.062, -0.801



Entry 6:
This record from the Open Molecules 2025 dataset describes a structure of composition C32H31F3N2O3P2S3W in a non-equilibrium geometry. The level of theory is ωB97M-V with the def2-TZVPD basis set.

For the LUMO energy, the calculation gives -6.8 eV. Its molar mass is 890.59 g mol⁻¹. The calculation puts the highest occupied orbital energy at -13.84 eV. Its energy above the lowest of the compared OMol25 structures with the same formula, charge and spin is 2.7573 eV.

Structure (ORCA input):
```
! wB97M-V def2-TZVPD RIJCOSX def2/J DEFGRID3
* xyz 2 1
C 1.41 -4.44 -0.57
H 2.61 -2.82 2.78
C 0.79 -0.53 0.73
H 3.39 -3.09 1.15
O 1.31 2.73 2.15
C -0.69 -3.56 4.64
H 0.71 1.82 -5.49
P 0.95 -0.55 2.45
H -0.98 2.32 -5.51
H -1.86 -3.34 -3.73
C -0.57 -3.44 0.40
C -0.55 -2.36 3.95
H -1.28 4.34 0.50
W -0.06 0.24 -0.92
H 2.31 -4.97 3.93
H 3.31 -0.65 -2.38
H -2.07 -4.81 1.09
S -0.61 0.70 3.20
C 0.70 -3.30 -0.18
O 0.34 2.35 -0.10
H 2.15 -0.45 5.05
C 1.67 -3.04 3.26
C 1.51 -4.24 3.93
C -1.40 -1.38 -3.08
H 2.38 -4.34 -1.04
S 0.17 2.70 1.31
S 1.41 1.04 -2.57
C 4.70 0.97 2.51
H 5.98 1.25 4.21
N -0.90 -1.05 -1.96
H -1.14 -2.57 0.68
N -0.26 1.35 -3.01
C -1.03 -0.61 -4.26
C 3.86 -1.20 -1.64
H 1.43 -6.58 -0.65
C 0.64 -2.10 3.27
H -0.78 -6.82 0.45
F -2.87 0.80 -1.82
C 2.86 -0.05 4.34
C 5.24 -1.32 -1.75
H 5.75 -0.85 -2.58
H 5.84 -3.24 0.98
C 2.55 0.02 2.98
C -0.32 1.45 -5.48
H 0.21 -5.43 5.17
H 3.21 0.61 1.01
C 5.01 0.90 3.86
H -1.38 -1.67 3.94
C -0.56 0.65 -4.24
H -2.69 -2.86 -2.23
C -2.17 0.88 -0.67
C 3.46 0.53 2.06
C -0.75 4.18 1.43
H 5.42 1.37 1.80
F -2.37 2.15 -0.24
O -0.86 1.57 1.80
H -3.22 -2.22 -3.82
C -2.36 -2.51 -3.21
H -0.40 2.34 -3.12
P 1.41 -1.67 -0.44
H 4.34 0.36 5.83
H -1.45 4.06 2.26
F -2.80 0.07 0.22
H 7.02 -2.13 -0.90
H -0.49 0.86 -6.37
C 4.09 0.40 4.77
H -1.24 -1.05 -5.23
H -1.61 -3.76 5.19
C 5.28 -2.67 0.24
C 0.33 -4.50 4.63
C 0.87 -5.70 -0.34
C -1.09 -4.70 0.63
C -0.37 -5.83 0.26
C 5.95 -2.04 -0.81
H -0.03 4.96 1.64
C 3.91 -2.56 0.36
C 3.19 -1.81 -0.57
*
```

Mulliken population analysis, charges in e, atoms 1 to 2: -0.487, 0.307